DFT (ωB97M-V/def2-TZVPD) results for 2 unconnected molecules or ions with the total composition C5H3N in a non-equilibrium geometry.

Properties
SMILES = C#CC#N.C#C
LUMO = 0.4 eV
Relative energy (zero: lowest compared OMol25 entry of this formula, charge and spin) = 220.4 kJ/mol

ORCA input file:
```
! wB97M-V def2-TZVPD RIJCOSX def2/J DEFGRID3
* xyz 0 1
C -1.610 -0.563 0.777
C -1.407 0.292 -0.066
C -1.036 0.966 -1.238
N -0.516 1.452 -2.177
H -1.574 -1.228 1.597
C 1.479 -0.500 -0.255
C 1.612 0.018 0.816
H 1.347 -0.919 -1.238
H 1.704 0.482 1.784
*
```

---

DFT (ωB97M-V/def2-TZVPD) results for C4H7NO2 in the gas phase.

Properties
SMILES = [H]/N=C(\C)OCC=O
LUMO = 0.8 eV
Relative energy (zero: lowest compared OMol25 entry of this formula, charge and spin) = 131.4 kJ/mol

ORCA input file:
```
! wB97M-V def2-TZVPD RIJCOSX def2/J DEFGRID3
* xyz 0 1
H 0.921 -1.216 -1.654
N 0.669 -0.927 -0.713
C 0.182 0.244 -0.704
C -0.051 1.173 -1.864
O -0.220 0.797 0.462
C 0.118 0.046 1.622
C -0.574 -1.302 1.686
O -0.211 -2.174 2.434
H 0.090 2.211 -1.554
H 0.642 0.941 -2.676
H -1.074 1.066 -2.238
H 1.199 -0.112 1.683
H -0.212 0.658 2.467
H -1.477 -1.404 1.049
*
```